Entry 1:
Entry from the Open Molecules 2025 dataset: a molecular structure, C26H40Cl2FeN4O5PSSe2Te2 at a distorted geometry (ωB97M-V with the def2-TZVPD basis set).

Geometry as ORCA input:
```
! RIJCOSX wB97M-V def2-TZVPD def2/J DEFGRID3
* xyz 0 6
Fe 0.12961 -0.69087 2.15739
Se -0.08849 2.40384 4.63459
Te -2.34813 2.20052 5.36230
Te -1.10553 -1.45909 4.37589
Se 0.84532 0.13029 4.41604
Cl 3.05066 -1.98122 2.22189
C 4.00925 -1.82812 0.72325
Cl 4.22074 -3.38996 -0.09066
H 4.98727 -1.46590 1.01683
H 3.49223 -1.13481 0.05894
C -2.11302 5.08632 2.02622
C -3.22262 4.69770 1.05391
C -4.47589 4.23811 1.78820
C -2.71913 3.67296 0.04722
N -2.40556 2.37278 0.64697
C -1.25053 1.90028 1.08476
N -1.42930 0.65022 1.44217
N -2.73262 0.37149 1.22740
N -3.32779 1.39786 0.74851
H -2.46154 5.82937 2.74314
H -1.24977 5.50466 1.50458
H -1.77697 4.22287 2.60368
H -3.47644 5.57453 0.44791
H -4.25575 3.39722 2.45061
H -5.26014 3.91740 1.10177
H -4.87031 5.04730 2.40183
H -1.79826 4.02134 -0.42204
H -3.44360 3.46492 -0.73962
H -0.32498 2.45086 1.11049
C 2.99900 4.65795 0.62807
C 2.36270 3.78607 -0.43622
C 1.12877 4.45375 -1.02453
C 3.36370 3.44614 -1.52795
O 1.90411 2.61301 0.29296
P 1.83331 1.09686 -0.22128
O 3.08352 0.55986 -0.80313
O 1.26978 0.38921 0.98411
O 0.70577 1.28182 -1.34570
C 0.46372 0.38386 -2.45253
C 1.49799 0.65590 -3.52912
C 0.50995 -1.05379 -1.98493
C -0.93536 0.73325 -2.93135
H 3.31349 5.60926 0.19598
H 3.87014 4.16118 1.05358
H 2.28920 4.85533 1.43133
H 1.41355 5.33534 -1.60117
H 0.45284 4.77237 -0.22704
H 0.60169 3.76159 -1.67986
H 3.73617 4.38205 -1.94867
H 2.91311 2.86009 -2.32671
H 4.19884 2.87080 -1.13503
H 2.50299 0.50746 -3.13785
H 1.40975 1.68177 -3.89126
H 1.33744 -0.01944 -4.37175
H 1.51907 -1.34465 -1.68226
H 0.19385 -1.70341 -2.80263
H -0.17290 -1.20191 -1.14424
H -1.03107 1.81316 -3.05922
H -1.68801 0.39132 -2.21822
H -1.13664 0.25838 -3.89296
O -0.16700 -2.59708 1.24465
S 0.52601 -3.48236 0.23503
C -0.71648 -3.87809 -0.97201
C -0.31906 -4.22714 -2.25130
C -1.29136 -4.49394 -3.20559
C -2.63427 -4.38815 -2.87272
C -3.01407 -4.02063 -1.58660
C -2.05417 -3.76271 -0.62177
C 0.66639 -5.04561 1.06177
C 1.28620 -6.10103 0.40548
C 1.41282 -7.31144 1.06289
C 0.93916 -7.45010 2.36384
C 0.34469 -6.37830 3.00908
C 0.20397 -5.15616 2.36088
H 0.73171 -4.27253 -2.50939
H -1.00041 -4.76336 -4.21176
H -3.38996 -4.58358 -3.62161
H -4.06284 -3.92657 -1.33885
H -2.32560 -3.45078 0.37802
H 1.66541 -5.98324 -0.60159
H 1.88891 -8.14618 0.56723
H 1.04570 -8.39633 2.87634
H -0.00675 -6.48547 4.02643
H -0.23821 -4.29665 2.84694
*
```

Calculated values
* LUMO level (alpha / beta): -0.268 / -1.630 eV
* ⟨S²⟩: 8.778
* frontier orbital gap (alpha / beta): 6.6 / 5.8 eV
* ΔE to the lowest compared entry with this formula, charge and spin: 19.5 kcal per mole

The computed Löwdin charges, all in e, follow: atom 1 (Fe): 0.14, atom 2 (Se): -0.22, atom 3 (Te): 0.27, atom 4 (Te): 0.32, atom 5 (Se): -0.11, atom 6 (Cl): 0.55, atom 7 (C): -0.95, atom 8 (Cl): 0.51, atom 9 (H): 0.03, atom 10 (H): -0.03, atom 11 (C): -0.07, atom 12 (C): -0.41, atom 13 (C): -0.07, atom 14 (C): -0.10, atom 15 (N): -0.08, atom 16 (C): -0.14, atom 17 (N): -0.04, atom 18 (N): 0.02, atom 19 (N): 0.07, atom 20 (H): 0.09, atom 21 (H): 0.07, atom 22 (H): 0.03, atom 23 (H): 0.14, atom 24 (H): 0.06, atom 25 (H): 0.08, atom 26 (H): 0.08, atom 27 (H): 0.11, atom 28 (H): 0.13, atom 29 (H): 0.12, atom 30 (C): -0.03, atom 31 (C): -0.61, atom 32 (C): -0.03, atom 33 (C): -0.03, atom 34 (O): -0.17, atom 35 (P): 0.28, atom 36 (O): -0.27, atom 37 (O): -0.37, atom 38 (O): -0.17, atom 39 (C): -0.62, atom 40 (C): -0.03, atom 41 (C): -0.05, atom 42 (C): -0.02, atom 43 (H): 0.09, atom 44 (H): 0.09, atom 45 (H): 0.09, atom 46 (H): 0.09, atom 47 (H): 0.07, atom 48 (H): 0.07, atom 49 (H): 0.09, atom 50 (H): 0.07, atom 51 (H): 0.09, atom 52 (H): 0.08, atom 53 (H): 0.09, atom 54 (H): 0.09, atom 55 (H): 0.08, atom 56 (H): 0.09, atom 57 (H): 0.07, atom 58 (H): 0.08, atom 59 (H): 0.08, atom 60 (H): 0.09, atom 61 (O): -0.63, atom 62 (S): 1.00, atom 63 (C): -0.39, atom 64 (C): -0.10, atom 65 (C): -0.07, atom 66 (C): -0.07, atom 67 (C): -0.06, atom 68 (C): -0.05, atom 69 (C): -0.37, atom 70 (C): -0.08, atom 71 (C): -0.07, atom 72 (C): -0.07, atom 73 (C): -0.06, atom 74 (C): -0.05, atom 75 (H): 0.12, atom 76 (H): 0.11, atom 77 (H): 0.11, atom 78 (H): 0.11, atom 79 (H): 0.12, atom 80 (H): 0.11, atom 81 (H): 0.11, atom 82 (H): 0.11, atom 83 (H): 0.11, atom 84 (H): 0.07

Entry 2:
Entry from the Open Molecules 2025 dataset: a molecular structure, C3H6N2O at a distorted geometry (ωB97M-V with the def2-TZVPD basis set).

Geometry as ORCA input:
```
! RIJCOSX wB97M-V def2-TZVPD def2/J DEFGRID3
* xyz 0 1
C -0.04773 0.30285 0.25139
C 0.83067 0.02120 -0.95262
C -0.75423 -1.08883 -0.13737
N -0.56171 -0.36505 -1.40356
N 0.28942 0.77407 1.50520
O -1.01343 0.96952 -0.60515
H 0.95489 1.54832 1.49956
H -0.52027 0.93298 2.10607
H 1.21584 0.89020 -1.47696
H 1.54048 -0.79854 -0.92596
H -1.79692 -1.21550 0.13768
H -0.13703 -1.97120 0.00173
*
```

Calculated values
* LUMO level: 0.966 eV
* frontier orbital gap: 10.6 eV
* ΔE to the lowest compared entry with this formula, charge and spin: 115.8 kcal per mole

The computed natural (NBO) charges, all in e, follow: atom 1 (C): 0.36, atom 2 (C): -0.28, atom 3 (C): -0.28, atom 4 (N): -0.08, atom 5 (N): -0.84, atom 6 (O): -0.44, atom 7 (H): 0.38, atom 8 (H): 0.39, atom 9 (H): 0.21, atom 10 (H): 0.19, atom 11 (H): 0.21, atom 12 (H): 0.19

Entry 3:
Entry from the Open Molecules 2025 dataset: a gas-phase ion, C7H14N (charge +1) at a distorted geometry (ωB97M-V with the def2-TZVPD basis set).

Geometry as ORCA input:
```
! RIJCOSX wB97M-V def2-TZVPD def2/J DEFGRID3
* xyz 1 1
C 1.26694 0.87765 -0.64581
C 0.97061 -0.40500 0.17982
C -0.25972 -1.29135 -0.15926
C -1.51412 -0.81382 0.16526
C -1.66409 0.39557 0.85407
C -1.03606 0.82439 1.93856
C 0.06397 -2.70125 -0.86318
N 0.45992 2.15086 -0.79357
H 1.52065 0.43306 -1.67843
H 2.30358 1.30941 -0.37754
H 2.12335 -0.89071 0.03682
H 0.96757 -0.20047 1.28641
H -2.34125 -1.43224 -0.03765
H -2.57470 0.99677 0.49324
H -1.05645 1.97366 2.15388
H -0.31399 0.21324 2.71238
H 0.53318 -2.57140 -1.92145
H 0.61477 -3.14971 -0.15813
H -0.85200 -3.14015 -0.90224
H 0.42000 2.37645 -1.75281
H 0.84160 2.94285 -0.27438
H -0.47374 2.10217 -0.25599
*
```

Calculated values
* LUMO level: -3.541 eV
* structure (SMILES): C=C/C=C(/C)CC[NH3+]
* frontier orbital gap: 8.8 eV
* ΔE to the lowest compared entry with this formula, charge and spin: 77.8 kcal per mole

The computed natural (NBO) charges, all in e, follow: atom 1 (C): -0.26, atom 2 (C): -0.47, atom 3 (C): 0.08, atom 4 (C): -0.28, atom 5 (C): -0.30, atom 6 (C): -0.38, atom 7 (C): -0.60, atom 8 (N): -0.70, atom 9 (H): 0.24, atom 10 (H): 0.23, atom 11 (H): 0.26, atom 12 (H): 0.25, atom 13 (H): 0.24, atom 14 (H): 0.23, atom 15 (H): 0.20, atom 16 (H): 0.23, atom 17 (H): 0.23, atom 18 (H): 0.22, atom 19 (H): 0.22, atom 20 (H): 0.45, atom 21 (H): 0.44, atom 22 (H): 0.47

Entry 4:
Entry from the Open Molecules 2025 dataset: a molecular structure, CCdF3MgNO3S3 at a distorted geometry (ωB97M-V with the def2-TZVPD basis set).

Geometry as ORCA input:
```
! RIJCOSX wB97M-V def2-TZVPD def2/J DEFGRID3
* xyz 0 1
Cd 1.19501 0.19625 1.73624
N -0.78625 1.71527 -0.23105
S -0.48461 2.67177 1.18004
O 1.10436 2.18990 1.36966
S -1.26325 0.17037 0.08198
O -0.72226 -0.28523 1.46002
O -0.10208 -1.76206 -1.74835
C -3.08303 0.32130 0.49191
F -3.32391 1.11920 1.51501
F -3.70487 0.78432 -0.58287
F -3.54184 -0.89220 0.76999
Mg 1.33771 1.78508 -0.61701
S 1.75823 -1.61729 -1.46615
*
```

Calculated values
* LUMO level (alpha / beta): -2.552 / -2.369 eV
* frontier orbital gap (alpha / beta): 5.6 / 4.9 eV

The computed natural (NBO) charges, all in e, follow: atom 1 (Cd): 1.01, atom 2 (N): -1.28, atom 3 (S): 0.63, atom 4 (O): -1.28, atom 5 (S): 1.36, atom 6 (O): -1.11, atom 7 (O): -0.60, atom 8 (C): 0.78, atom 9 (F): -0.30, atom 10 (F): -0.31, atom 11 (F): -0.30, atom 12 (Mg): 1.54, atom 13 (S): -0.13